# 1
Molecular formula: C17H26N2O2
Method: DFT, ωB97M-V/def2-TZVPD

## Properties
**Net charge**: 0
**Structure (SMILES)**: COCC[C@H]1C[C@@H]1c1cncc(OC[C@@H]2CCCN2C)c1
**Energy relative to the best compared isomer or geometry (same formula, charge and spin)**: 319.85 kJ/mol
**E_tot**: -25123.603 eV
**Highest occupied orbital energy**: -8.09 eV
**Gap between HOMO and LUMO**: 8.98 eV

```
47
Properties=species:S:1:pos:R:3:forces:R:3
C -0.505 -4.872 1.686 2.0 -0.1 -0.6
O 0.649 -4.022 1.904 0.1 -0.2 -0.3
C 1.848 -4.432 1.207 -0.5 -0.3 0.3
C 2.953 -3.361 1.283 -1.1 0.2 0.3
C 2.461 -1.978 0.862 1.2 -0.4 -1.2
C 3.433 -0.986 0.267 0.1 0.5 0.1
C 2.363 -1.585 -0.640 -0.7 1.0 1.4
C 1.094 -0.829 -1.064 1.4 -0.1 0.0
C 0.113 -1.524 -1.779 0.1 -0.2 0.1
N -1.051 -1.020 -2.117 -0.5 1.1 0.0
C -1.319 0.261 -1.772 0.7 -0.2 0.3
C -0.407 1.076 -1.091 0.1 -0.5 0.3
O -0.686 2.381 -0.720 0.6 -0.3 -0.4
C -1.989 2.878 -0.368 -0.9 -0.5 -0.1
C -2.177 2.730 1.162 -0.7 0.9 -0.3
C -2.462 1.280 1.585 0.3 0.6 1.0
C -3.928 1.241 1.951 0.4 0.3 0.9
C -4.195 2.649 2.454 -0.2 0.7 0.4
N -3.365 3.526 1.640 0.2 -1.1 -1.5
C -3.263 4.938 2.010 0.3 -0.9 -0.9
C 0.876 0.509 -0.770 -1.3 0.7 -0.1
H -1.306 -4.480 2.265 -0.5 0.4 0.5
H -0.282 -5.907 2.001 -0.1 0.3 -0.1
H -0.778 -4.858 0.623 0.0 -0.1 0.1
H 2.236 -5.353 1.703 -0.3 0.3 -0.5
H 1.584 -4.643 0.151 0.2 0.0 0.4
H 3.270 -3.308 2.336 0.2 0.0 -0.3
H 3.793 -3.698 0.657 -0.2 0.1 0.2
H 1.701 -1.551 1.490 -0.3 0.1 0.1
H 3.361 0.057 0.609 -0.2 -0.5 -0.3
H 4.493 -1.256 0.086 -0.9 -0.1 0.1
H 2.766 -2.289 -1.338 -0.1 -0.4 -0.4
H 0.288 -2.543 -2.115 0.1 0.0 0.2
H -2.284 0.654 -2.047 -0.2 -0.1 -0.1
H -2.837 2.378 -0.947 1.1 0.5 0.8
H -2.025 3.953 -0.631 0.3 -0.6 0.0
H -1.266 3.114 1.634 0.1 -0.1 -0.1
H -2.216 0.512 0.877 0.3 -0.1 -0.5
H -1.904 1.073 2.501 0.2 0.0 -0.1
H -4.071 0.500 2.735 -0.3 0.0 0.0
H -4.502 0.973 1.101 -0.9 -0.1 -0.8
H -3.892 2.727 3.520 -0.2 -0.1 -0.1
H -5.254 2.949 2.385 0.3 -0.1 0.1
H -2.583 5.494 1.321 -0.5 -0.5 0.6
H -4.245 5.413 2.011 -0.1 -0.1 -0.3
H -2.923 4.991 3.020 0.7 0.5 1.0
H 1.639 1.134 -0.298 -0.3 -0.2 -0.1
```
Positions in Å, forces in eV/Å.


# 2
Molecular formula: C4H10S2
Method: DFT, ωB97M-V/def2-TZVPD

## Properties
**Net charge**: 0
**Structure (SMILES)**: CCSSCC
**Energy relative to the best compared isomer or geometry (same formula, charge and spin)**: 108.38 kJ/mol
**E_tot**: -25979.861 eV
**Highest occupied orbital energy**: -8.21 eV
**Gap between HOMO and LUMO**: 9.04 eV

```
16
Properties=species:S:1:pos:R:3:forces:R:3
C 2.884 0.144 1.026 0.0 0.6 -4.5
C 1.450 0.232 0.306 2.8 3.5 1.3
S 0.417 1.260 1.495 0.3 -1.5 -1.0
S -1.222 1.414 0.302 -1.3 1.5 -0.3
C -1.645 -0.295 -0.149 -0.7 0.6 -0.7
C -2.709 -0.433 -1.303 0.9 -1.0 0.5
H 2.867 -0.340 1.936 -0.3 -0.7 2.1
H 3.626 -0.462 0.377 -1.2 1.0 0.8
H 3.255 1.188 1.041 0.0 -0.7 0.5
H 1.512 0.793 -0.662 0.1 -0.3 0.9
H 1.047 -0.681 0.093 -1.1 -2.5 0.0
H -1.912 -0.793 0.764 0.0 -0.6 0.2
H -0.672 -0.485 -0.511 0.6 -1.7 -0.4
H -2.982 -1.520 -1.502 0.6 1.2 0.5
H -3.630 0.021 -0.956 -0.2 0.4 -0.5
H -2.286 -0.042 -2.256 -0.6 0.1 0.8
```
Positions in Å, forces in eV/Å.


# 3
Molecular formula: C6H8Br6FO3Ti
Method: DFT, ωB97M-V/def2-TZVPD

## Properties
**Net charge**: 0
**⟨S²⟩**: 3.75
**E_tot**: -458577.701 eV
**Highest occupied orbital energy (alpha / beta)**: -8.28 / -10.05 eV
**Gap between HOMO and LUMO (alpha / beta)**: 6.66 / 8.77 eV
**Multiplicity**: 4

```
25
Properties=species:S:1:pos:R:3:forces:R:3
Ti -2.335 -22.877 8.638 2.3 -1.2 1.3
F -0.504 -23.811 9.664 -2.1 1.0 -1.1
C 3.057 -24.813 10.419 -0.8 0.7 -0.5
C 2.716 -25.792 9.303 1.1 0.1 1.3
C 1.835 -25.326 8.162 -1.9 -0.5 1.8
O 2.546 -25.635 6.992 -1.5 1.0 -0.6
C 3.699 -26.154 7.314 3.4 -1.9 -1.5
O 4.479 -26.644 6.514 -1.2 1.0 1.2
O 3.936 -26.107 8.629 0.3 -0.2 -0.1
H 2.169 -24.418 10.912 -0.3 -0.3 0.0
H 3.469 -23.930 9.931 0.5 0.0 0.2
H 3.692 -25.216 11.209 0.2 -0.1 -0.4
H 2.370 -26.735 9.727 -0.2 0.0 0.0
H 1.399 -24.337 8.302 0.8 0.4 -0.6
H 0.955 -25.959 8.271 -0.2 -0.1 -0.7
C 0.259 -23.056 12.904 0.2 -0.3 0.8
Br 0.120 -21.100 13.042 0.0 -1.1 -0.1
Br -1.396 -24.005 13.470 1.1 1.0 -0.4
Br 1.814 -23.724 13.968 -0.9 0.6 -0.5
H 0.474 -23.347 11.876 -0.3 0.2 0.1
C -0.418 -27.151 11.221 0.3 -0.5 0.6
Br -1.987 -27.208 12.380 0.4 -0.4 -0.6
Br -0.380 -28.742 10.019 0.1 1.2 0.7
Br 1.224 -27.005 12.354 -1.1 -0.3 -0.7
H -0.477 -26.227 10.646 0.1 -0.2 -0.1
```
Positions in Å, forces in eV/Å.


# 4
Molecular formula: C42H81BrIN4O16P
Method: DFT, ωB97M-V/def2-TZVPD

## Properties
**Net charge**: 0
**Structure (SMILES)**: N#COc1c([PH2]=N)cc(Br)c2ncc(CCCI)nc12.COCCOCCOC.COCCOCCOC.COCCOCCOC.COCCOCCOC.COCCOCCOC
**E_tot**: -171008.092 eV
**Highest occupied orbital energy**: -8.82 eV
**Gap between HOMO and LUMO**: 7.65 eV

```
146
Properties=species:S:1:pos:R:3:forces:R:3
N 4.407 4.606 3.655 0.8 0.4 -1.3
C 4.749 4.722 2.549 -1.3 -0.1 0.5
O 4.929 4.827 1.250 0.2 -0.4 0.9
C 5.515 3.637 0.745 0.7 -0.5 -0.5
C 6.867 3.603 0.496 -0.9 0.1 -0.6
P 7.890 5.096 0.860 0.8 -0.7 1.3
N 9.027 4.718 1.875 -0.3 0.4 -0.3
C 7.412 2.375 -0.030 0.0 0.8 0.3
C 6.606 1.298 -0.262 0.4 -0.2 -0.2
Br 7.488 -0.289 -0.919 -0.7 0.6 0.3
C 5.182 1.332 -0.034 2.0 -0.4 -0.3
N 4.459 0.210 -0.315 -1.1 1.5 0.6
C 3.189 0.410 -0.053 -0.6 -0.8 -0.2
C 2.608 1.610 0.493 -0.6 -0.4 0.3
C 1.101 1.684 0.777 0.9 1.2 -0.5
C 0.499 2.744 -0.221 0.1 -0.4 0.4
C -0.577 3.636 0.417 0.4 0.4 -1.0
I -2.442 2.596 0.705 0.4 0.2 0.1
N 3.324 2.673 0.781 0.3 -1.0 -0.5
C 4.648 2.525 0.485 -0.1 0.7 0.4
H 6.997 6.069 1.369 0.0 -0.2 -0.7
H 8.345 5.573 -0.395 -0.4 -0.2 0.0
H 8.931 5.256 2.733 0.2 -0.2 -0.1
H 8.486 2.329 -0.229 -0.4 -0.1 0.1
H 2.504 -0.425 -0.259 0.3 0.3 0.1
H 1.027 2.113 1.793 -0.2 -0.5 -0.3
H 0.610 0.706 0.691 0.1 0.3 0.2
H 1.306 3.421 -0.562 -0.3 -0.3 0.3
H 0.156 2.204 -1.119 -0.2 0.4 0.3
H -0.774 4.467 -0.283 -0.3 -0.5 0.3
H -0.220 4.120 1.341 -0.3 -0.6 -0.1
C 2.433 1.476 -4.003 -0.2 0.0 0.1
O 1.111 1.388 -4.487 0.2 -0.1 -0.1
C 0.848 2.265 -5.575 -0.3 -0.2 0.3
C -0.088 1.608 -6.571 0.0 0.2 -0.2
O 0.518 0.585 -7.350 -0.1 0.0 0.2
C 0.815 -0.636 -6.682 0.1 -0.1 -0.2
C -0.401 -1.436 -6.259 0.2 0.1 0.4
O -0.990 -0.860 -5.100 -0.4 0.4 -0.5
C -2.388 -1.065 -5.034 0.1 0.0 0.1
H 2.594 2.439 -3.504 0.2 0.0 0.0
H 2.580 0.672 -3.281 -0.1 0.0 0.0
H 3.160 1.346 -4.811 0.1 0.1 0.0
H 1.774 2.557 -6.082 0.0 -0.1 0.0
H 0.369 3.166 -5.170 0.0 0.1 -0.2
H -0.397 2.372 -7.290 0.1 0.0 0.0
H -0.997 1.252 -6.087 0.1 0.0 0.2
H 1.487 -0.463 -5.840 -0.2 0.0 0.1
H 1.369 -1.232 -7.410 -0.1 0.0 -0.1
H -0.093 -2.458 -6.005 0.0 -0.1 -0.2
H -1.120 -1.473 -7.085 0.0 0.0 0.0
H -2.876 -0.733 -5.957 0.0 -0.1 0.0
H -2.777 -0.465 -4.212 0.1 0.0 0.0
H -2.616 -2.119 -4.846 -0.1 0.0 -0.1
C -1.929 -6.674 -0.984 -0.1 0.2 -0.1
O -1.666 -5.295 -1.159 0.3 -0.2 0.2
C -1.962 -4.526 -0.004 0.0 0.1 -0.4
C -0.960 -3.401 0.174 0.0 0.1 0.2
O 0.322 -3.827 0.622 0.0 0.0 -0.1
C 1.149 -4.509 -0.316 0.1 0.0 0.2
C 1.655 -3.636 -1.448 -0.3 -0.3 -0.3
O 0.634 -3.419 -2.408 0.0 0.3 0.3
C 0.748 -2.171 -3.063 -0.1 -0.4 0.0
H -3.006 -6.853 -0.909 0.0 -0.2 0.1
H -1.540 -7.205 -1.852 -0.1 0.1 0.0
H -1.421 -7.058 -0.092 -0.1 0.0 0.0
H -1.967 -5.152 0.894 0.0 0.0 0.0
H -2.963 -4.096 -0.142 0.0 0.1 0.2
H -1.338 -2.750 0.967 0.0 -0.1 0.1
H -0.882 -2.786 -0.723 0.0 -0.2 -0.2
H 0.659 -5.408 -0.691 -0.1 0.1 -0.2
H 2.017 -4.841 0.259 0.0 0.1 0.1
H 2.485 -4.142 -1.957 0.2 0.1 0.2
H 2.012 -2.684 -1.037 0.0 0.0 0.0
H 0.814 -1.353 -2.334 0.1 0.1 0.0
H -0.147 -2.016 -3.661 0.2 -0.1 0.2
H 1.625 -2.162 -3.722 0.1 0.2 0.0
C 4.583 1.943 5.761 0.1 -0.1 0.1
O 5.482 1.425 6.721 0.0 0.3 0.0
C 6.821 1.382 6.253 -0.2 -0.2 0.3
C 7.799 1.705 7.366 0.2 0.0 -0.1
O 7.829 3.079 7.736 -0.1 0.0 0.1
C 6.719 3.584 8.469 0.1 0.1 0.0
C 6.605 3.043 9.881 -0.4 -0.1 -0.1
O 6.079 1.724 9.874 0.3 -0.2 0.0
C 6.548 0.939 10.948 -0.2 0.1 -0.1
H 4.469 1.243 4.925 0.0 0.1 -0.1
H 3.616 2.081 6.243 0.0 -0.1 0.0
H 4.920 2.914 5.392 0.0 0.0 -0.1
H 6.971 2.083 5.425 0.0 0.0 0.0
H 7.012 0.362 5.892 0.2 0.1 -0.1
H 8.803 1.487 6.993 0.0 0.1 0.0
H 7.645 1.065 8.236 -0.2 0.0 0.0
H 5.790 3.452 7.913 -0.1 -0.2 0.1
H 6.892 4.661 8.540 0.1 0.0 0.0
H 5.912 3.671 10.456 0.2 0.2 0.0
H 7.592 3.067 10.358 0.0 0.0 0.0
H 7.643 0.948 10.991 0.0 0.0 0.1
H 6.225 -0.087 10.780 -0.1 0.1 0.0
H 6.132 1.294 11.897 0.1 0.0 0.1
C -4.634 9.846 -0.248 -0.2 -0.1 0.0
O -5.499 8.734 -0.164 0.3 0.0 0.1
C -5.149 7.692 -1.063 -0.4 0.1 0.1
C -5.394 6.330 -0.443 0.1 -0.1 -0.1
O -4.452 5.965 0.558 -0.1 0.1 0.0
C -4.543 6.634 1.811 0.2 -0.1 0.0
C -5.781 6.288 2.616 -0.1 0.4 0.0
O -6.919 6.965 2.102 -0.1 -0.3 -0.3
C -8.119 6.247 2.295 0.1 0.2 0.0
H -4.766 10.369 -1.201 0.1 0.1 0.0
H -4.881 10.526 0.567 -0.1 0.0 0.0
H -3.588 9.540 -0.133 0.0 0.0 -0.1
H -4.098 7.769 -1.364 0.0 0.0 0.0
H -5.780 7.800 -1.955 0.1 -0.2 -0.1
H -5.274 5.584 -1.234 0.1 0.0 0.0
H -6.417 6.233 -0.078 0.0 0.2 0.1
H -4.433 7.712 1.688 -0.2 0.0 0.0
H -3.673 6.293 2.378 0.0 -0.1 0.0
H -5.643 6.616 3.654 0.2 -0.2 0.1
H -5.932 5.203 2.598 0.0 0.0 0.0
H -8.032 5.226 1.904 0.0 0.0 0.1
H -8.907 6.755 1.740 0.0 0.1 0.1
H -8.388 6.221 3.356 -0.1 -0.1 0.0
C -8.724 -9.309 -1.658 0.0 0.0 -0.2
O -7.840 -9.038 -2.725 0.1 -0.1 0.3
C -7.220 -7.765 -2.620 -0.1 -0.2 -0.3
C -5.786 -7.813 -3.112 0.1 0.2 0.0
O -4.887 -8.474 -2.229 -0.1 -0.1 -0.1
C -4.985 -9.892 -2.145 0.1 0.0 0.1
C -4.552 -10.624 -3.401 -0.4 -0.1 0.0
O -5.561 -10.552 -4.396 0.1 0.3 -0.1
C -5.042 -10.574 -5.709 -0.1 -0.1 0.1
H -9.608 -8.665 -1.715 0.0 0.0 0.1
H -9.037 -10.350 -1.738 0.0 0.0 -0.1
H -8.225 -9.175 -0.692 -0.1 0.1 0.0
H -7.235 -7.405 -1.585 0.0 0.0 0.0
H -7.791 -7.067 -3.245 0.1 0.2 0.1
H -5.425 -6.783 -3.169 0.0 0.0 0.1
H -5.721 -8.221 -4.121 -0.2 -0.2 0.0
H -5.982 -10.197 -1.826 -0.1 -0.1 -0.2
H -4.299 -10.177 -1.343 0.1 0.1 -0.1
H -4.394 -11.685 -3.167 0.2 0.0 0.1
H -3.612 -10.193 -3.765 0.0 0.0 0.0
H -4.274 -9.803 -5.840 0.1 -0.1 0.0
H -5.858 -10.359 -6.397 0.0 -0.1 0.1
H -4.627 -11.560 -5.944 0.1 0.0 -0.1
```
Positions in Å, forces in eV/Å.


# 5
Molecular formula: C3H9NO
Method: DFT, ωB97M-V/def2-TZVPD

## Properties
**Net charge**: 0
**Energy relative to the best compared isomer or geometry (same formula, charge and spin)**: 1038.95 kJ/mol
**E_tot**: -6784.288 eV
**Highest occupied orbital energy**: -8.22 eV
**Gap between HOMO and LUMO**: 4.38 eV

```
14
Properties=species:S:1:pos:R:3:forces:R:3
C -0.969 -0.244 -0.180 1.5 -2.9 -0.5
C 0.334 -0.042 0.163 1.6 0.7 1.3
C 1.423 0.015 -0.927 -3.2 0.8 -0.3
O 3.427 0.267 0.545 -0.7 -0.2 0.3
N -3.469 0.037 0.694 4.5 1.9 -1.9
H -2.019 0.112 0.273 -2.4 0.8 0.4
H -1.375 -1.148 -0.720 1.0 1.2 -0.2
H 0.784 0.333 1.179 -1.5 -0.3 -1.9
H 1.295 1.059 -1.317 0.9 -0.7 0.2
H 1.488 -0.732 -1.711 -0.8 -0.1 -0.2
H 2.483 0.047 -0.350 2.0 0.4 1.5
H 4.374 0.351 0.353 -0.5 -0.1 -0.7
H -4.363 -0.017 0.371 -2.6 -0.9 -1.8
H -3.415 -0.037 1.629 0.2 -0.6 4.0
```
Positions in Å, forces in eV/Å.